[1]
This record from the Open Molecules 2025 dataset describes a cluster of 8 separate species, C14H41BN3O11 in total in a non-equilibrium geometry. The level of theory is ωB97M-V/def2-TZVPD.

Element x y z (Å)
C: 1.119 -3.239 -0.030
C: 0.223 -2.547 -0.746
B: -0.120 -0.968 -0.278
C: -1.497 -0.809 0.555
C: -2.761 -0.837 -0.316
C: -3.999 -0.567 0.562
C: -4.331 0.927 0.764
O: -3.711 1.818 -0.161
O: 1.117 -0.487 0.395
C: 1.908 0.233 -0.458
N: 3.207 -0.305 -0.844
C: 4.311 0.581 -0.469
C: 4.761 0.292 0.965
C: 0.916 0.725 -1.637
N: 0.574 2.079 -1.302
C: -0.755 2.489 -1.763
C: -1.240 3.685 -0.896
C: -0.983 3.319 0.582
O: 1.471 0.658 -3.025
C: 1.350 -0.460 -3.613
N: 1.227 -1.521 -4.094
O: -0.060 -0.188 -1.570
H: 1.893 -3.801 -0.549
H: 1.075 -3.194 1.055
H: -0.237 -2.988 -1.631
H: -1.585 -1.674 1.222
H: -1.552 0.083 1.199
H: -2.912 -1.835 -0.732
H: -2.693 -0.162 -1.164
H: -4.874 -1.124 0.226
H: -3.767 -0.972 1.550
H: -4.059 1.249 1.773
H: -5.409 1.076 0.704
H: -2.894 2.096 0.259
H: 2.119 1.147 0.111
H: 3.284 -0.433 -1.845
H: 4.085 1.641 -0.639
H: 5.140 0.343 -1.139
H: 5.630 -0.358 0.975
H: 3.979 -0.226 1.511
H: 5.041 1.186 1.523
H: 1.261 2.693 -1.726
H: -1.497 1.705 -1.650
H: -0.765 2.784 -2.818
H: -0.620 4.530 -1.176
H: -2.306 3.851 -1.028
H: -1.700 3.789 1.254
H: -1.109 2.237 0.675
H: 0.040 3.506 0.877
O: -1.637 -0.635 -5.513
H: -0.902 -0.633 -4.887
H: -1.839 -1.568 -5.623
O: 2.171 -4.715 -3.676
H: 1.865 -3.852 -3.989
H: 2.652 -5.081 -4.422
O: -4.618 -2.415 2.814
H: -4.300 -3.294 2.575
H: -5.360 -2.584 3.409
O: 5.839 -1.273 3.307
H: 6.609 -1.325 3.881
H: 5.443 -2.150 3.360
O: 1.685 -2.739 3.717
H: 2.098 -2.140 3.083
H: 1.013 -2.199 4.142
O: -3.286 -2.018 5.421
H: -3.137 -1.069 5.437
H: -3.806 -2.161 4.616
O: 0.218 6.268 0.229
H: 1.055 6.576 -0.132
H: -0.062 6.977 0.816

As for the net charge: -1. Its HOMO energy is -3.85 eV. For the HOMO-LUMO gap, the calculation gives 6.023 eV. The value obtained for the energy is -42852.31568 eV.


[2]
This record from the Open Molecules 2025 dataset describes an isolated molecule of C21H29N3O. The level of theory is ωB97M-V/def2-TZVPD.

Element x y z (Å)
C: -7.474 -0.532 -1.934
C: -6.233 -0.359 -1.111
C: -6.119 -1.063 0.101
C: -5.021 -0.964 0.925
C: -4.917 -1.722 2.212
C: -3.982 -0.114 0.512
C: -2.728 0.240 1.074
C: -2.127 1.120 0.205
C: -0.913 1.954 0.264
O: -0.924 3.057 -0.273
N: 0.165 1.501 0.951
C: 0.440 0.121 1.271
C: 1.636 -0.392 0.462
C: 2.866 0.499 0.704
N: 4.096 0.073 0.061
C: 4.023 -0.166 -1.368
C: 5.436 -0.206 -1.946
C: 6.236 -1.322 -1.283
C: 6.208 -1.120 0.228
C: 4.765 -1.033 0.718
C: 2.498 1.935 0.316
C: 1.296 2.387 1.140
N: -2.967 1.331 -0.860
C: -4.098 0.596 -0.707
C: -5.218 0.477 -1.524
H: -7.420 0.054 -2.848
H: -7.611 -1.580 -2.200
H: -8.350 -0.216 -1.370
H: -6.937 -1.708 0.390
H: -4.050 -2.381 2.194
H: -4.794 -1.032 3.046
H: -5.808 -2.322 2.382
H: -2.353 -0.085 2.024
H: -0.435 -0.487 1.045
H: 0.662 0.044 2.343
H: 1.848 -1.422 0.755
H: 1.377 -0.380 -0.598
H: 3.077 0.496 1.782
H: 3.462 0.642 -1.838
H: 3.516 -1.121 -1.598
H: 5.921 0.752 -1.754
H: 5.386 -0.359 -3.025
H: 7.264 -1.323 -1.648
H: 5.788 -2.288 -1.530
H: 6.719 -0.188 0.478
H: 6.718 -1.941 0.735
H: 4.755 -0.857 1.797
H: 4.260 -1.997 0.523
H: 3.347 2.594 0.498
H: 2.238 1.993 -0.741
H: 0.980 3.388 0.842
H: 1.553 2.391 2.206
H: -2.768 2.006 -1.581
H: -5.287 1.028 -2.450

Its HOMO energy is -7.82 eV. For the HOMO-LUMO gap, the calculation gives 8.568 eV. The value obtained for the energy is -28767.02306 eV. The calculation puts the energy above the lowest of the compared OMol25 structures with the same formula, charge and spin at 0.0 kJ/mol.


[3]
This record from the Open Molecules 2025 dataset describes a cluster of 4 separate species, C43H43IO9 in total in a non-equilibrium geometry. The level of theory is ωB97M-V/def2-TZVPD.

Element x y z (Å)
C: 4.565 0.921 -0.721
C: 2.991 1.268 -1.151
C: 2.033 2.313 -0.309
C: 0.449 2.638 -0.740
C: -0.283 1.932 -2.064
C: -1.867 2.249 -2.494
C: -2.912 1.683 -1.355
C: -2.384 0.659 -0.190
C: -1.856 -0.803 -0.738
C: -0.430 -1.101 0.013
O: -1.844 -0.948 -2.198
C: -1.054 -2.098 -2.656
C: -1.346 -2.213 -4.299
C: -2.832 -2.386 -4.969
C: -3.153 -2.454 -6.588
C: -1.883 -2.350 -7.619
C: -0.346 -2.167 -6.992
C: -0.064 -2.105 -5.345
C: -3.181 3.079 -0.473
O: -2.643 3.479 0.682
O: -4.158 3.777 -1.374
C: -4.805 2.880 -2.389
C: -4.481 1.413 -1.737
C: -4.942 0.037 -2.489
C: -5.459 -1.002 -1.325
C: -6.931 -0.555 -0.667
I: -5.688 -3.080 -1.963
C: 0.697 0.893 -2.921
C: 2.273 0.562 -2.487
H: 4.539 0.698 0.445
H: 5.288 1.813 -0.994
H: 4.847 -0.094 -1.247
H: 2.470 2.841 0.644
H: -0.104 3.420 -0.048
H: -1.953 3.394 -2.715
H: -2.068 1.638 -3.490
H: -3.319 0.457 0.524
H: -1.553 1.114 0.503
H: -2.623 -1.620 -0.328
H: -0.464 -0.673 1.127
H: 0.470 -0.568 -0.512
H: -0.215 -2.257 0.131
H: 0.127 -1.932 -2.587
H: -1.351 -3.124 -2.168
H: -3.753 -2.427 -4.250
H: -4.296 -2.562 -6.915
H: -2.104 -2.368 -8.778
H: 0.516 -2.079 -7.793
H: 1.057 -1.944 -4.995
H: -5.965 2.977 -2.517
H: -4.409 2.985 -3.508
H: -5.032 1.488 -0.681
H: -5.909 0.306 -3.136
H: -4.170 -0.411 -3.245
H: -4.709 -0.988 -0.397
H: -7.013 -1.056 0.413
H: -7.016 0.600 -0.493
H: -7.821 -0.949 -1.350
H: 0.304 0.302 -3.864
H: 2.908 -0.200 -3.151
O: -5.330 -0.243 2.771
C: -4.814 0.508 3.587
C: -3.899 1.587 3.165
C: -3.334 2.406 4.057
C: -3.603 2.270 5.502
O: -3.087 3.022 6.318
C: -4.518 1.192 5.924
C: -5.083 0.372 5.032
H: -3.713 1.674 2.101
H: -2.660 3.202 3.764
H: -4.704 1.104 6.988
H: -5.757 -0.423 5.325
O: 3.296 -0.370 2.591
C: 3.771 0.426 3.389
C: 2.910 1.199 4.306
C: 3.430 2.070 5.176
C: 4.887 2.295 5.260
O: 5.362 3.091 6.059
C: 5.748 1.521 4.344
C: 5.228 0.650 3.473
H: 1.844 1.023 4.232
H: 2.813 2.646 5.855
H: 6.814 1.698 4.417
H: 5.845 0.075 2.794
O: 7.094 -1.379 3.418
C: 7.795 -2.212 2.861
C: 7.597 -2.555 1.439
C: 8.363 -3.467 0.832
C: 9.439 -4.170 1.557
O: 10.141 -5.004 1.000
C: 9.638 -3.828 2.979
C: 8.872 -2.916 3.586
H: 6.804 -2.029 0.921
H: 8.230 -3.730 -0.211
H: 10.431 -4.353 3.497
H: 9.005 -2.652 4.628

Its HOMO energy is -8.30 eV. For the HOMO-LUMO gap, the calculation gives 6.332 eV. The value obtained for the energy is -71790.28922 eV.


- Among the records above, which one has the lowest HOMO-LUMO gap?
  C14H41BN3O11


- Which of these has the highest HOMO-LUMO gap?
  C21H29N3O


- Which of these has the highest energy?
  C21H29N3O